Entry 1:
{
  "formula": "C3H4N4O",
  "method": "wB97M-V/def2-TZVPD",
  "fmax_ev_per_a": 5.0,
  "relative_energy_ev": 6.259,
  "gap_ha": 0.31299,
  "molar_mass_g_mol": 112.09,
  "homo_ev": -8.86,
  "species": ["N", "N", "C", "C", "N", "O", "N", "C", "H", "H", "H", "H"],
  "positions_angstrom": [[0.47633, -1.49379, -1.92349], [-0.31935, -0.51029, -1.31081], [-0.24417, 0.01315, -0.13884], [-1.23281, 0.97081, 0.32088], [-1.24087, 1.63511, 1.45062], [-0.41237, 1.30631, 2.36470], [0.74696, 0.34429, 2.23149], [0.72235, -0.18728, 1.01215], [1.43951, -1.32527, -1.48399], [0.50900, -1.28424, -2.92121], [-2.16128, 1.29329, -0.29145], [1.71670, -0.76208, 0.68994]],
  "atomic_forces_ev_per_a": [[1.996, 1.821, 2.835], [-1.053, 0.410, -0.381], [0.467, -0.598, 1.199], [-2.959, 2.247, -0.594], [-1.003, -1.797, -3.386], [3.092, -0.689, 3.580], [-2.152, -0.163, -4.509], [3.124, -0.407, 0.340], [-1.259, -1.028, -1.409], [-0.094, 0.041, 0.400], [2.037, -0.730, 0.571], [-2.195, 0.891, 1.352]]
}


Entry 2:
{
  "formula": "C4H8O2",
  "method": "wB97M-V/def2-TZVPD",
  "fmax_ev_per_a": 0.6,
  "relative_energy_ev": 6.099,
  "gap_ha": 0.30580,
  "molar_mass_g_mol": 88.11,
  "homo_ev": -7.67,
  "species": ["O", "C", "C", "C", "C", "O", "H", "H", "H", "H", "H", "H", "H", "H"],
  "positions_angstrom": [[0.63386, -0.12826, 2.01796], [-0.61373, -0.13569, 1.34557], [-0.47327, 0.73423, 0.10944], [0.65469, 0.29965, -0.82904], [0.72705, -0.88588, -2.16474], [-0.02858, -1.26551, -1.18329], [0.64750, -0.86184, 2.64267], [-1.40766, 0.27739, 1.98696], [-0.90406, -1.15026, 1.04793], [-0.21388, 1.75272, 0.42911], [-1.42666, 0.78927, -0.42618], [0.72444, 1.06355, -1.62226], [1.59344, 0.13111, -0.31672], [0.08044, -0.63952, -3.06476]],
  "atomic_forces_ev_per_a": [[0.078, -0.190, 0.219], [-0.358, 0.039, -0.218], [-0.058, 0.044, -0.005], [0.026, 0.338, 0.484], [-0.285, -0.244, -0.226], [0.265, 0.153, -0.238], [0.058, 0.142, -0.076], [0.140, -0.060, -0.088], [0.082, 0.131, 0.069], [-0.014, -0.115, -0.055], [0.127, -0.010, 0.071], [-0.019, -0.203, 0.004], [-0.120, -0.011, -0.085], [0.079, -0.013, 0.144]]
}


Entry 3:
{
  "formula": "C12H18F12NaO9P2",
  "method": "wB97M-V/def2-TZVPD",
  "fmax_ev_per_a": 6.4,
  "relative_energy_ev": 3.991,
  "gap_ha": 0.33425,
  "molar_mass_g_mol": 619.18,
  "homo_ev": -7.81,
  "charge": -1,
  "species": ["Na", "P", "F", "F", "F", "F", "F", "F", "P", "F", "F", "F", "F", "F", "F", "C", "C", "C", "O", "C", "O", "O", "H", "H", "H", "H", "H", "H", "C", "C", "C", "O", "C", "O", "O", "H", "H", "H", "H", "H", "H", "C", "C", "C", "O", "C", "O", "O", "H", "H", "H", "H", "H", "H"],
  "positions_angstrom": [[1.55890, 1.01930, 1.08486], [3.52450, -1.95150, 2.85141], [3.17820, -3.32943, 2.12714], [1.99727, -1.79899, 3.33877], [3.86751, -2.80909, 4.20225], [4.01800, -0.61434, 3.64070], [5.04143, -1.78759, 2.17129], [3.00062, -1.08552, 1.58738], [4.23597, 3.22321, 1.54681], [5.17083, 2.38980, 0.36802], [5.42697, 3.08896, 2.60238], [4.80971, 4.73754, 1.05801], [3.30390, 4.05622, 2.59412], [3.01522, 3.38095, 0.52292], [3.60621, 1.85054, 2.02521], [0.38156, -1.19395, -5.45676], [0.69384, -1.69459, -4.00885], [2.11984, -2.18211, -3.84883], [2.56972, -1.68781, -2.53920], [1.65789, -0.82808, -2.07207], [1.87355, -0.07429, -1.07024], [0.64387, -0.62437, -3.09196], [1.20553, -0.65542, -5.92491], [-0.56978, -0.68334, -5.30736], [0.08909, -2.06725, -6.03978], [0.06187, -2.51422, -3.66690], [2.92157, -1.85815, -4.51243], [2.27658, -3.26004, -3.88875], [-3.23052, 1.75549, 2.66988], [-2.79061, 2.37949, 1.36541], [-2.96574, 3.99668, 1.22503], [-1.64913, 4.47275, 0.93753], [-0.73557, 3.43678, 0.98837], [0.46925, 3.55014, 0.65591], [-1.33995, 2.37286, 1.51540], [-2.40794, 1.31896, 3.23637], [-3.84821, 0.86806, 2.53197], [-3.70518, 2.49666, 3.31289], [-3.00204, 1.75596, 0.49673], [-3.39068, 4.24307, 2.19808], [-3.62109, 4.12836, 0.36405], [-4.25175, -2.86308, 0.74761], [-3.00847, -2.70172, -0.13281], [-3.07249, -1.74758, -1.29236], [-1.97768, -0.80922, -1.05069], [-1.37456, -1.09317, 0.10962], [-0.52788, -0.38860, 0.61918], [-1.97697, -2.16673, 0.69996], [-4.10073, -3.68105, 1.45204], [-5.01324, -3.11821, 0.01063], [-4.60177, -2.01801, 1.34045], [-2.82835, -3.71122, -0.50235], [-4.01342, -1.28689, -1.59320], [-2.71567, -2.23600, -2.19912]],
  "atomic_forces_ev_per_a": [[0.605, -0.101, -0.085], [1.442, 1.975, 0.594], [0.406, -0.236, -0.634], [-0.615, -0.210, 1.102], [0.575, 0.136, -0.766], [-1.314, 0.053, 0.445], [-0.761, -2.197, 0.362], [-0.101, 0.529, -1.158], [1.389, 2.077, -1.192], [-1.290, 1.444, 1.472], [-0.100, 0.067, -0.196], [0.082, -1.734, -0.071], [0.249, -0.384, 0.762], [0.066, -0.360, -1.283], [-0.401, -1.146, 0.386], [-0.934, -1.303, 1.756], [1.529, 0.128, -1.141], [1.996, -0.565, 0.678], [-1.624, -0.497, -0.166], [1.525, 4.466, 1.812], [-1.976, -3.784, -4.724], [0.907, 0.047, 2.611], [-0.357, 0.204, 0.240], [0.284, 0.766, -0.525], [0.379, -0.085, -0.247], [-0.562, 0.163, -0.213], [-0.557, 0.782, -0.494], [-0.556, -0.158, 0.461], [-0.781, -0.517, 0.334], [2.204, 1.385, 0.939], [-0.058, -3.262, -0.475], [-0.203, -0.398, -0.061], [3.204, 1.402, -0.795], [-5.218, -0.861, 1.446], [0.995, -0.647, -0.864], [0.398, 0.448, -0.255], [-0.594, 0.333, -0.132], [-0.254, -0.231, 0.062], [-0.259, 0.382, -0.162], [0.301, 1.014, -0.267], [-0.014, 0.750, 0.285], [-0.103, -0.163, -0.703], [-1.089, 0.181, 1.740], [1.684, 0.192, -1.608], [-1.036, 0.083, -0.184], [0.452, 1.296, 1.623], [-1.364, -1.629, -0.884], [1.114, 0.022, -0.497], [-0.035, -0.095, -0.196], [-0.516, -0.266, 0.365], [0.374, 0.359, -0.349], [0.787, 0.027, 0.161], [0.039, 0.457, 0.784], [-0.314, -0.335, -0.093]]
}


- What is the formula in the second record?
  C4H8O2